Model i:
Here is a structure of composition C4H9BrN from OMol25. Energies are from ωB97M-V/def2-TZVPD.

Computed properties:
Highest occupied orbital energy (alpha / beta): -12.57 / -12.96 eV
LUMO level (alpha / beta): -5.52 / -5.53 eV
HOMO-LUMO gap (alpha / beta): 0.2590 / 0.2732 Ha

```
! RIJCOSX wB97M-V def2-TZVPD def2/J DEFGRID3
* xyz 1 1
C 0.00 0.63 -0.18
C 0.65 1.03 0.99
C -0.92 -0.91 -1.07
C -0.13 1.34 2.14
N 0.27 -2.05 -1.57
Br -1.73 -0.16 -2.57
H -0.96 1.15 -0.17
H 0.73 0.61 -1.00
H 1.66 0.82 1.14
H 0.13 0.89 3.15
H -1.19 1.17 1.81
H 0.15 2.42 2.34
H 0.60 -1.96 -2.56
H -0.31 -2.93 -1.60
H 1.06 -2.04 -0.84
*
```

From a natural (NBO) analysis of the wavefunction, the atomic charges in e read: number 1, C, carries -0.546; number 2, C, carries 0.069; number 3, C, carries -0.003; number 4, C, carries -0.701; number 5, N, carries -0.838; number 6, Br, carries 0.171; number 7, H, carries 0.261; number 8, H, carries 0.250; number 9, H, carries 0.202; number 10, H, carries 0.282; number 11, H, carries 0.230; number 12, H, carries 0.278; number 13, H, carries 0.432; number 14, H, carries 0.455; number 15, H, carries 0.458

=====

Model ii:
Here is the ion C4H9BrN with charge +1 from OMol25. Energies are from ωB97M-V/def2-TZVPD.

Computed properties:
Highest occupied orbital energy: -13.64 eV
LUMO level: -3.57 eV
HOMO-LUMO gap: 0.3701 Ha
SMILES string: C=C(Br)C[NH2+]C

```
! RIJCOSX wB97M-V def2-TZVPD def2/J DEFGRID3
* xyz 1 1
C -1.53 -1.75 0.51
C -1.41 -0.43 0.48
Br -2.02 0.76 1.80
C -0.51 0.44 -0.94
N 0.74 1.12 -0.33
C 1.72 0.17 0.27
H -2.27 -2.30 1.14
H -0.94 -2.13 -0.41
H -0.25 -0.25 -1.75
H -1.03 1.32 -1.28
H 0.41 1.95 0.30
H 1.19 1.68 -1.11
H 1.86 -0.71 -0.46
H 2.76 0.53 0.56
H 1.29 -0.40 1.21
*
```

From a natural (NBO) analysis of the wavefunction, the atomic charges in e read: number 1, C, carries -0.430; number 2, C, carries -0.125; number 3, Br, carries 0.124; number 4, C, carries -0.211; number 5, N, carries -0.546; number 6, C, carries -0.474; number 7, H, carries 0.278; number 8, H, carries 0.233; number 9, H, carries 0.240; number 10, H, carries 0.227; number 11, H, carries 0.461; number 12, H, carries 0.444; number 13, H, carries 0.242; number 14, H, carries 0.270; number 15, H, carries 0.267

=====

It turns out model ii is the most stable, with the second structure 3.116 eV higher.

=====

Model i:
Here is a structure of composition CH6OSi from OMol25. Energies are from ωB97M-V/def2-TZVPD.

Computed properties:
Highest occupied orbital energy: -10.13 eV
LUMO level: 0.78 eV
HOMO-LUMO gap: 0.4007 Ha

```
! RIJCOSX wB97M-V def2-TZVPD def2/J DEFGRID3
* xyz 0 1
C 0.74 1.04 -0.63
O 0.60 -0.29 -0.35
Si -0.47 -1.26 0.43
H -0.16 1.40 -1.24
H 1.74 1.20 -0.96
H 0.51 1.80 0.50
H 0.46 -2.56 0.58
H -1.83 -0.94 -0.14
H -0.97 -1.11 1.80
*
```

From a natural (NBO) analysis of the wavefunction, the atomic charges in e read: number 1, C, carries -0.191; number 2, O, carries -0.902; number 3, Si, carries 1.188; number 4, H, carries 0.180; number 5, H, carries 0.194; number 6, H, carries 0.107; number 7, H, carries -0.155; number 8, H, carries -0.197; number 9, H, carries -0.224

=====

Model ii:
Here is an isolated molecule of CH6OSi from OMol25. Energies are from ωB97M-V/def2-TZVPD.

Computed properties:
Highest occupied orbital energy: -9.98 eV
LUMO level: 0.88 eV
HOMO-LUMO gap: 0.3991 Ha
SMILES string: OC[SiH3]

```
! RIJCOSX wB97M-V def2-TZVPD def2/J DEFGRID3
* xyz 0 1
O -1.79 -0.49 0.02
C -0.57 0.52 0.19
Si 1.12 -0.36 0.03
H -2.17 -0.58 -0.89
H -0.54 0.98 1.20
H -0.77 1.38 -0.53
H 1.13 -1.68 -0.52
H 1.87 0.55 -0.84
H 1.71 -0.32 1.34
*
```

From a natural (NBO) analysis of the wavefunction, the atomic charges in e read: number 1, O, carries -0.778; number 2, C, carries -0.480; number 3, Si, carries 0.867; number 4, H, carries 0.476; number 5, H, carries 0.211; number 6, H, carries 0.208; number 7, H, carries -0.156; number 8, H, carries -0.175; number 9, H, carries -0.173

=====

It turns out model i is the most stable, with the second structure 0.062 eV higher.

=====

Model i:
Here is a cluster of 2 separate species, C10H13N2 in total from OMol25. Energies are from ωB97M-V/def2-TZVPD.

Computed properties:
Highest occupied orbital energy: -12.91 eV
LUMO level: -5.43 eV
HOMO-LUMO gap: 0.2750 Ha

```
! RIJCOSX wB97M-V def2-TZVPD def2/J DEFGRID3
* xyz 1 1
C -2.98 0.76 -0.21
C -2.53 0.10 0.98
C -2.34 0.49 -1.38
C -1.29 -0.40 0.98
C -1.14 -0.15 -1.45
C -0.56 -0.52 -0.21
C 2.17 2.48 0.76
C 1.27 -1.68 1.09
C 1.67 -1.37 -1.31
C 0.74 -1.14 -0.18
N 1.88 1.40 0.21
N 0.80 2.44 0.91
H -3.82 1.40 -0.19
H -3.08 0.32 1.80
H -2.67 0.88 -2.36
H -0.86 -0.79 1.89
H -0.50 -0.06 -2.34
H 2.97 3.07 1.09
H 0.94 -1.16 1.96
H 0.85 -2.66 1.18
H 2.35 -1.77 1.05
H 2.66 -0.96 -0.91
H 1.39 -1.05 -2.33
H 1.90 -2.42 -1.26
H 0.18 2.77 0.22
*
```

From a natural (NBO) analysis of the wavefunction, the atomic charges in e read: number 1, C, carries -0.063; number 2, C, carries -0.198; number 3, C, carries -0.242; number 4, C, carries -0.086; number 5, C, carries -0.064; number 6, C, carries -0.240; number 7, C, carries 0.249; number 8, C, carries -0.725; number 9, C, carries -0.725; number 10, C, carries 0.542; number 11, N, carries -0.277; number 12, N, carries -0.524; number 13, H, carries 0.237; number 14, H, carries 0.232; number 15, H, carries 0.241; number 16, H, carries 0.226; number 17, H, carries 0.236; number 18, H, carries 0.219; number 19, H, carries 0.255; number 20, H, carries 0.278; number 21, H, carries 0.250; number 22, H, carries 0.293; number 23, H, carries 0.252; number 24, H, carries 0.275; number 25, H, carries 0.359

=====

Model ii:
Here is the ion C10H13N2 with charge +1 from OMol25. Energies are from ωB97M-V/def2-TZVPD.

Computed properties:
Highest occupied orbital energy (alpha / beta): -11.99 / -11.45 eV
LUMO level (alpha / beta): -5.22 / -3.78 eV
HOMO-LUMO gap (alpha / beta): 0.2490 / 0.2816 Ha

```
! RIJCOSX wB97M-V def2-TZVPD def2/J DEFGRID3
* xyz 1 1
C 2.40 2.76 -0.87
C 1.57 3.04 -1.94
C 2.20 1.72 0.02
C 0.52 2.21 -2.23
C 1.23 0.90 -0.41
C 0.30 1.03 -1.46
C -0.74 -1.00 -1.03
C -0.52 -1.02 0.37
C -0.81 0.04 1.38
C -1.96 -2.92 1.59
N -0.49 0.03 -1.84
N -0.59 -2.33 1.00
H 3.19 3.36 -0.73
H 1.60 3.84 -2.63
H 2.71 1.41 0.88
H -0.16 2.32 -3.04
H -1.10 -1.99 -1.38
H -0.02 0.16 2.06
H -1.74 -0.26 2.07
H -0.79 1.02 1.03
H -2.09 -2.71 2.66
H -2.71 -2.36 0.97
H -1.86 -3.92 1.41
H -0.15 -2.91 0.27
H -0.01 -2.42 1.87
*
```

From a natural (NBO) analysis of the wavefunction, the atomic charges in e read: number 1, C, carries -0.118; number 2, C, carries -0.226; number 3, C, carries -0.348; number 4, C, carries -0.132; number 5, C, carries 0.214; number 6, C, carries -0.015; number 7, C, carries 0.006; number 8, C, carries 0.116; number 9, C, carries -0.679; number 10, C, carries -0.391; number 11, N, carries -0.336; number 12, N, carries -0.554; number 13, H, carries 0.221; number 14, H, carries 0.245; number 15, H, carries 0.249; number 16, H, carries 0.238; number 17, H, carries 0.195; number 18, H, carries 0.233; number 19, H, carries 0.218; number 20, H, carries 0.266; number 21, H, carries 0.243; number 22, H, carries 0.242; number 23, H, carries 0.225; number 24, H, carries 0.446; number 25, H, carries 0.444

=====

Model iii:
Here is the ion C10H13N2 with charge +1 from OMol25. Energies are from ωB97M-V/def2-TZVPD.

Computed properties:
Highest occupied orbital energy: -12.33 eV
LUMO level: -3.82 eV
HOMO-LUMO gap: 0.3125 Ha
SMILES string: C=C1/C(=C\C)c2[nH]cc[n+]2[C@H]1C

```
! RIJCOSX wB97M-V def2-TZVPD def2/J DEFGRID3
* xyz 1 1
C 1.06 -0.50 -1.87
C 0.36 0.07 -0.92
C -0.78 -0.44 -0.16
C -1.64 -1.49 -0.34
C -1.76 -2.31 -1.54
C -0.89 0.30 1.06
N -1.75 0.43 2.02
C -1.32 1.47 2.84
C -0.18 2.05 2.34
N 0.03 1.28 1.20
C 0.90 1.47 0.07
C 2.33 1.27 0.30
H 2.04 -0.16 -2.19
H 0.61 -1.28 -2.33
H -2.06 -1.83 0.55
H -2.43 -3.08 -1.58
H -0.72 -2.41 -2.06
H -2.23 -1.66 -2.33
H -2.48 -0.26 2.15
H -2.00 1.91 3.60
H 0.45 2.82 2.66
H 0.58 2.30 -0.45
H 2.75 0.20 0.47
H 2.58 1.88 1.20
H 2.95 1.69 -0.64
*
```

From a natural (NBO) analysis of the wavefunction, the atomic charges in e read: number 1, C, carries -0.344; number 2, C, carries 0.027; number 3, C, carries -0.175; number 4, C, carries -0.029; number 5, C, carries -0.676; number 6, C, carries 0.448; number 7, N, carries -0.472; number 8, C, carries -0.045; number 9, C, carries -0.038; number 10, N, carries -0.299; number 11, C, carries -0.043; number 12, C, carries -0.652; number 13, H, carries 0.232; number 14, H, carries 0.199; number 15, H, carries 0.194; number 16, H, carries 0.251; number 17, H, carries 0.240; number 18, H, carries 0.259; number 19, H, carries 0.452; number 20, H, carries 0.259; number 21, H, carries 0.259; number 22, H, carries 0.226; number 23, H, carries 0.250; number 24, H, carries 0.226; number 25, H, carries 0.251

=====

It turns out model iii is the most stable, with the second structure 2.446 eV higher.

=====

Model i:
Here is a cluster of 2 separate species, C4H13NOS in total from OMol25. Energies are from ωB97M-V/def2-TZVPD.

Computed properties:
Highest occupied orbital energy (alpha / beta): -13.39 / -12.87 eV
LUMO level (alpha / beta): -3.58 / -8.73 eV
HOMO-LUMO gap (alpha / beta): 0.3603 / 0.1520 Ha
⟨S²⟩: 0.7542

```
! RIJCOSX wB97M-V def2-TZVPD def2/J DEFGRID3
* xyz 1 2
C -0.80 -0.90 -1.06
C -1.01 -0.39 0.35
C -0.08 -1.11 1.39
S -0.70 -2.71 1.86
C 0.63 -0.65 -1.58
N 1.09 0.64 -1.10
H -0.98 -1.98 -1.08
H -1.52 -0.43 -1.72
H -0.70 0.65 0.42
H -2.04 -0.50 0.68
H 0.89 -1.21 0.91
H 0.08 -0.52 2.29
H 0.02 -3.38 0.96
H 1.32 -1.43 -1.28
H 0.53 -0.63 -2.67
H 2.03 0.62 -0.74
H 1.07 1.36 -1.82
H -0.16 4.31 0.64
H 0.29 4.45 2.10
O 0.04 3.80 1.43
*
```

From a natural (NBO) analysis of the wavefunction, the atomic charges in e read: number 1, C, carries -0.420; number 2, C, carries -0.382; number 3, C, carries -0.594; number 4, S, carries 0.627; number 5, C, carries -0.236; number 6, N, carries -0.815; number 7, H, carries 0.196; number 8, H, carries 0.243; number 9, H, carries 0.289; number 10, H, carries 0.228; number 11, H, carries 0.260; number 12, H, carries 0.283; number 13, H, carries 0.148; number 14, H, carries 0.188; number 15, H, carries 0.217; number 16, H, carries 0.380; number 17, H, carries 0.387; number 18, H, carries 0.474; number 19, H, carries 0.479; number 20, O, carries -0.951

=====

Model ii:
Here is a cluster of 2 separate species, C4H13NOS in total from OMol25. Energies are from ωB97M-V/def2-TZVPD.

Computed properties:
Highest occupied orbital energy (alpha / beta): -13.70 / -13.44 eV
LUMO level (alpha / beta): -3.97 / -9.13 eV
HOMO-LUMO gap (alpha / beta): 0.3575 / 0.1584 Ha
⟨S²⟩: 0.7535

```
! RIJCOSX wB97M-V def2-TZVPD def2/J DEFGRID3
* xyz 1 2
C -0.42 1.11 2.00
C -0.18 0.53 0.61
C 0.09 -0.97 0.74
C 0.34 -1.66 -0.60
S -1.09 -2.18 -1.47
N 0.92 1.14 -0.12
H -0.70 2.17 1.96
H 0.46 1.00 2.63
H -1.27 0.61 2.48
H -1.11 0.66 0.05
H 0.93 -1.11 1.42
H -0.76 -1.45 1.25
H 0.91 -1.04 -1.28
H 0.93 -2.58 -0.47
H -1.82 -2.51 -0.40
H 0.92 2.15 -0.06
H 1.84 0.76 0.10
H 0.45 1.42 -2.38
H -0.26 0.50 -3.34
O -0.18 1.44 -3.12
*
```

From a natural (NBO) analysis of the wavefunction, the atomic charges in e read: number 1, C, carries -0.624; number 2, C, carries -0.049; number 3, C, carries -0.415; number 4, C, carries -0.617; number 5, S, carries 0.690; number 6, N, carries -0.851; number 7, H, carries 0.236; number 8, H, carries 0.218; number 9, H, carries 0.221; number 10, H, carries 0.193; number 11, H, carries 0.246; number 12, H, carries 0.227; number 13, H, carries 0.289; number 14, H, carries 0.312; number 15, H, carries 0.147; number 16, H, carries 0.399; number 17, H, carries 0.376; number 18, H, carries 0.476; number 19, H, carries 0.447; number 20, O, carries -0.921

=====

It turns out model ii is the most stable, with the second structure 0.076 eV higher.